*one*
The following is a quantum chemistry calculation of C5H10N2 in the gas phase, from the Open Molecules 2025 dataset.

Computed properties:
**Net charge**: 0
**HOMO**: -8.61 eV
**Orbital gap**: 0.354 hartree
**Multiplicity**: 1

Geometry (Å):
1 C 2.151 -0.279 -0.455
2 C 0.807 0.060 0.137
3 C -0.223 -1.083 0.330
4 C -1.589 -0.388 0.316
5 C -1.288 0.935 -0.576
6 N 0.168 1.226 -0.420
7 N 0.668 1.308 0.912
8 H 2.613 0.658 -0.801
9 H 2.017 -0.787 -1.312
10 H 2.703 -0.943 0.284
11 H 0.141 -1.569 1.250
12 H 0.024 -1.652 -0.529
13 H -2.468 -0.863 -0.123
14 H -1.905 -0.336 1.349
15 H -1.529 0.851 -1.667
16 H -2.132 1.634 -0.349
17 H -0.157 1.229 1.652

*two*
The following is a quantum chemistry calculation of C5H10N2 in the gas phase, from the Open Molecules 2025 dataset.

Computed properties:
**Net charge**: 0
**HOMO**: -7.91 eV
**Orbital gap**: 0.325 hartree
**Multiplicity**: 1

Geometry (Å):
1 C 0.550 1.074 0.958
2 C -0.925 0.624 0.887
3 N -1.349 0.220 -0.388
4 C -0.500 -0.701 -1.085
5 C 0.287 -1.608 -0.164
6 C 0.995 -0.578 -0.720
7 N 1.235 0.730 -0.232
8 H 0.294 2.077 1.227
9 H 1.109 0.712 1.815
10 H -1.560 1.458 0.954
11 H -1.264 -0.287 1.428
12 H -1.226 1.117 -1.123
13 H -0.899 -1.278 -1.938
14 H 0.250 -1.485 1.041
15 H 0.693 -2.764 -0.043
16 H 1.667 -0.625 -1.598
17 H 0.643 1.314 -1.019

Last place for stability: *two*

*one*
The following is a quantum chemistry calculation of a molecular structure, C5H10N2, from the Open Molecules 2025 dataset.

Computed properties:
**Net charge**: 0
**HOMO**: -9.10 eV
**Orbital gap**: 0.368 hartree
**Multiplicity**: 1

Geometry (Å):
1 C -1.067 -0.461 0.125
2 C 0.238 0.007 1.069
3 C 0.721 1.188 0.405
4 C 0.111 -0.685 -0.813
5 C 0.841 -1.186 0.253
6 H -1.425 1.375 -0.368
7 H -2.662 0.085 -1.021
8 H -1.383 -1.554 0.396
9 H -0.371 -0.034 2.154
10 H -0.042 2.065 0.440
11 H 1.768 1.961 0.686
12 H 1.808 0.579 -1.138
13 H 0.606 -1.278 -1.702
14 H 0.327 -2.127 0.451
15 H 1.996 -1.024 0.227
16 N -2.150 0.396 -0.097
17 N 0.685 0.695 -1.067

*two*
The following is a quantum chemistry calculation of C5H10N2 in the gas phase, from the Open Molecules 2025 dataset.

Computed properties:
**Net charge**: 0
**HOMO**: -8.68 eV
**Orbital gap**: 0.356 hartree
**Multiplicity**: 1

Geometry (Å):
1 C -0.471 2.691 -1.831
2 N -0.160 2.905 -0.625
3 C -0.237 1.836 0.266
4 C 0.201 0.601 0.037
5 C 0.177 -0.487 1.045
6 C 0.759 -1.862 0.737
7 N -0.036 -2.520 -0.337
8 H -0.962 1.776 -2.153
9 H -0.273 3.431 -2.603
10 H -0.707 1.980 1.228
11 H 0.645 0.437 -0.939
12 H -0.873 -0.654 1.377
13 H 0.480 -0.201 2.068
14 H 0.694 -2.410 1.669
15 H 1.776 -1.734 0.380
16 H -0.009 -3.522 -0.178
17 H -1.002 -2.266 -0.141

Last place for stability: *one*

*one*
The following is a quantum chemistry calculation of C3H3NO3 in the gas phase, from the Open Molecules 2025 dataset.

Computed properties:
**Net charge**: 0
**HOMO**: -10.41 eV
**Orbital gap**: 0.364 hartree
**Multiplicity**: 1

Geometry (Å):
1 O 2.447 0.941 0.728
2 C 1.753 0.496 -0.133
3 N 0.314 0.745 -0.228
4 C -0.304 -0.395 0.182
5 O 0.383 -1.308 0.600
6 C -1.822 -0.558 0.120
7 O -2.301 -1.604 0.461
8 H 2.097 -0.194 -0.918
9 H -0.123 1.589 -0.579
10 H -2.443 0.288 -0.233

*two*
The following is a quantum chemistry calculation of C3H3NO3 in the gas phase, from the Open Molecules 2025 dataset.

Computed properties:
**Net charge**: 0
**HOMO**: -8.69 eV
**Orbital gap**: 0.339 hartree
**Multiplicity**: 1

Geometry (Å):
1 O -1.721 0.825 1.371
2 C -0.703 0.307 0.540
3 C -0.787 -0.532 -0.499
4 N 0.485 -0.680 -1.024
5 C 1.177 0.114 -0.324
6 O 2.544 0.166 -0.201
7 O 0.538 0.702 0.653
8 H -2.523 0.217 1.397
9 H -1.848 -0.728 -0.980
10 H 2.839 -0.392 -0.934

*three*
The following is a quantum chemistry calculation of C3H3NO3 in the gas phase, from the Open Molecules 2025 dataset.

Computed properties:
**Net charge**: 0
**HOMO**: -10.77 eV
**Orbital gap**: 0.385 hartree
**Multiplicity**: 1

Geometry (Å):
1 O -1.352 0.416 1.773
2 C -0.578 0.266 0.830
3 C 0.580 -0.619 0.822
4 N 1.190 -1.048 -0.147
5 O 0.596 -0.728 -1.393
6 C 0.303 0.694 -1.291
7 O -0.806 0.794 -0.354
8 H 1.002 -0.914 1.858
9 H 0.042 1.243 -2.280
10 H 1.299 1.108 -0.911

Last place for stability: *three*

*one*
The following is a quantum chemistry calculation of C3H3NO3 in the gas phase, from the Open Molecules 2025 dataset.

Computed properties:
**Net charge**: 0
**HOMO (alpha / beta)**: -9.62 / -9.81 eV
**Orbital gap (alpha / beta)**: 0.277 / 0.290 hartree
**Multiplicity**: 1

Geometry (Å):
1 C -1.804 0.171 -0.167
2 C -0.928 -0.971 0.077
3 C 2.081 0.540 0.096
4 N 0.762 0.491 0.357
5 O 2.827 -0.243 -0.454
6 O -1.412 1.325 -0.218
7 O 0.355 -0.721 0.192
8 H -2.885 -0.208 -0.169
9 H -1.160 -1.997 -0.146
10 H 2.165 1.611 0.434

*two*
The following is a quantum chemistry calculation of C3H3NO3 in the gas phase, from the Open Molecules 2025 dataset.

Computed properties:
**Net charge**: 0
**HOMO**: -10.22 eV
**Orbital gap**: 0.383 hartree
**Multiplicity**: 1

Geometry (Å):
1 H -0.555 -1.819 0.354
2 N 0.275 -1.364 0.713
3 C 0.385 -0.184 0.318
4 C 1.589 0.613 0.728
5 O 2.339 0.424 -0.198
6 O -0.246 0.461 -0.758
7 C -1.578 0.282 -0.894
8 O -2.249 -0.451 -0.225
9 H 1.986 1.101 1.656
10 H -1.946 0.937 -1.694

Last place for stability: *one*

*one*
The following is a quantum chemistry calculation of C3H3NO3 in the gas phase, from the Open Molecules 2025 dataset.

Computed properties:
**Net charge**: 0
**HOMO**: -10.57 eV
**Orbital gap**: 0.385 hartree
**Multiplicity**: 1

Geometry (Å):
1 O -0.057 2.321 0.434
2 C -0.234 1.240 -0.028
3 O -0.298 1.057 -1.373
4 N -0.411 -0.305 -1.755
5 C -0.235 -1.019 -0.734
6 C -0.256 -0.187 0.541
7 O 0.948 -0.453 1.328
8 H -0.178 -2.092 -0.607
9 H -0.981 -0.477 1.331
10 H 1.703 -0.084 0.863

*two*
The following is a quantum chemistry calculation of a molecular structure, C3H3NO3, from the Open Molecules 2025 dataset.

Computed properties:
**Net charge**: 0
**HOMO**: -10.78 eV
**Orbital gap**: 0.411 hartree
**Multiplicity**: 1

Geometry (Å):
1 C 1.113 -0.606 -0.063
2 C 0.716 0.824 0.146
3 O -0.729 1.108 0.411
4 N -1.207 0.406 -0.810
5 C -2.086 -0.030 -0.092
6 O 1.494 1.723 0.340
7 O -3.012 -0.561 0.406
8 H 1.335 -0.763 -1.120
9 H 2.027 -0.795 0.506
10 H 0.349 -1.306 0.276

*three*
The following is a quantum chemistry calculation of C3H3NO3 in the gas phase, from the Open Molecules 2025 dataset.

Computed properties:
**Net charge**: 0
**HOMO**: -10.71 eV
**Orbital gap**: 0.380 hartree
**Multiplicity**: 1

Geometry (Å):
1 H -0.099 1.721 -0.811
2 N -0.901 1.110 -0.729
3 C -0.737 -0.035 -0.220
4 C -2.002 -0.845 -0.018
5 O -2.028 -1.980 0.374
6 O 0.367 -0.654 0.291
7 C 1.625 -0.125 0.098
8 O 2.368 0.020 1.022
9 H -2.903 -0.251 -0.260
10 H 1.855 0.085 -0.967

Last place for stability: *two*